[1]
C3H4BrNS | wB97M-V/def2-TZVPD

Summary:
total energy	-3143.50010	Eh
HOMO-LUMO gap (spin up / spin down)	0.233 / 0.234	Ha

XYZ file:
```
10
C3H4BrNS (wB97M-V/def2-TZVPD)
C -1.0248 1.0669 -0.2141
C -0.8436 -0.1761 0.7401
C 1.4415 -0.8232 -0.7258
N -0.2912 1.3424 -1.1324
S 0.0504 -1.5806 -0.1184
Br 2.5849 0.0914 0.5026
H -1.6787 1.7901 0.0446
H -0.4604 0.3579 1.6078
H -1.7429 -0.7207 0.9052
H 1.9649 -1.3483 -1.6097
```

[2]
C3H9O2P | wB97M-V/def2-TZVPD

Summary:
total energy	-611.50486	Eh
HOMO-LUMO gap	0.410	Ha
structure (SMILES)	CC(C)O[PH2]=O

XYZ file:
```
15
C3H9O2P (wB97M-V/def2-TZVPD)
C 0.6383 0.1447 -1.2297
C -0.2047 1.4720 0.7273
C 0.0686 0.0792 0.1224
O -3.0593 -2.5375 0.2855
O -1.4544 -0.6558 -0.1228
P -1.6709 -2.0554 0.4892
H 0.0756 0.6451 -1.9692
H 1.5664 0.7587 -1.2751
H 0.8669 -0.8910 -1.5431
H -0.6425 2.3541 0.0427
H 0.7675 1.9735 0.9445
H -0.8115 1.1970 1.5756
H 0.5659 -0.6098 0.9283
H -0.5844 -2.7540 0.1037
H -1.1535 -1.8564 1.6938
```

[3]
C9H13Br3N4 | wB97M-V/def2-TZVPD

Summary:
total energy	-8291.72780	Eh
HOMO-LUMO gap	0.375	Ha

XYZ file:
```
29
C9H13Br3N4 (wB97M-V/def2-TZVPD)
C -0.8307 1.3672 -4.1710
C -2.2525 1.7774 -4.4011
N -3.3519 2.1142 -4.3718
H -0.7450 0.3257 -3.9325
H -0.5971 1.7778 -3.2108
H -0.2738 1.6711 -5.0153
C 2.6586 -3.9393 2.6154
C 2.7295 -5.0768 3.5035
N 2.7580 -6.0734 4.1182
H 1.6709 -3.9175 2.1526
H 3.3711 -4.0018 1.7692
H 2.8339 -2.9808 3.0259
C -3.3121 2.0184 -1.1326
C -2.0019 1.4165 -0.9314
N -0.9212 0.9949 -0.8088
H -4.0294 1.1604 -1.1598
H -3.3797 2.5046 -2.0650
H -3.5994 2.7707 -0.3397
C 0.1892 1.8393 3.6117
C -1.0394 1.8379 2.8529
N -2.1037 1.9096 2.3936
H 0.9240 2.1606 2.9452
H 0.3612 0.8701 4.1952
H 0.0738 2.6477 4.2826
C 2.0659 -0.9207 -1.1411
Br 2.8087 -0.5460 -2.9662
Br 3.5830 -1.2760 0.0084
Br 0.8167 -2.3607 -1.1214
H 1.5932 -0.0710 -0.7060
```

Question: Among the records above, which one has the highest total energy?
Answer: C3H9O2P